Entry from OMol25: a 6-piece molecular cluster, C2H17NO5 overall at a distorted geometry (the ωB97M-V functional and the def2-TZVPD basis).

```
25
Properties=species:S:1:pos:R:3:mulliken_charge:R:1
H -0.012 1.196 2.219 0.2143
H -0.821 0.134 3.404 0.3999
H -0.522 -0.590 0.568 0.1049
O 2.349 -0.752 2.056 -0.6586
O 2.193 -0.551 -1.306 -0.7206
H -2.793 1.117 2.980 0.3024
O -1.789 0.630 -2.065 -0.6807
H -1.205 -1.490 1.782 0.2376
O -0.329 -1.740 -1.692 -0.6964
H 1.143 2.444 -2.294 0.2675
H -0.732 -0.934 -2.057 0.3685
O 0.807 1.545 -2.206 -0.6556
H 2.002 0.128 1.894 0.2734
H -2.052 2.129 1.688 0.2733
H 2.351 -0.308 -0.383 0.3530
C -0.793 0.451 2.362 -0.3369
H -1.099 1.265 -1.819 0.3548
H 1.540 -1.260 1.981 0.3801
C -2.178 1.123 2.088 -0.9218
N -0.557 -0.752 1.574 -0.4476
H 1.490 0.883 -2.022 0.4179
H -2.436 0.536 -1.367 0.3153
H -0.110 -2.237 -2.486 0.3194
H 1.590 -1.318 -1.243 0.3326
H -2.692 0.556 1.309 0.2035
```

Its molecular weight is 135.16 g/mol. The gap between HOMO and LUMO comes out at 10.1181 eV. The relative energy (zero: lowest compared OMol25 entry of this formula, charge and spin) is 0.799 eV. Its HOMO energy is -9.62 eV. The SMILES is CCN.O.O.O.O.O. Its total charge is 0.